No. 1
17
Properties=species:S:1:pos:R:3:mulliken_charge:R:1 method="wB97M-V/def2-TZVPD" e_above_lowest_kcal_mol=0.0 orbital_gap_ev=11.1 e_tot_ev=-24728.808 lumo_ev=0.8 charge=0
C -1.717 1.122 0.523 -1.09
C -0.722 1.061 -0.625 -0.41
Si 0.731 -0.121 -0.321 0.40
C 0.539 -1.755 -1.260 -1.00
C 1.103 -0.324 1.483 -0.98
Cl 2.447 0.859 -1.037 -0.35
H -1.970 0.115 0.894 0.28
H -1.307 1.674 1.387 0.29
H -2.655 1.628 0.210 0.33
H -1.220 0.800 -1.553 0.38
H -0.242 2.063 -0.802 0.27
H -0.492 -2.079 -1.232 0.33
H 0.809 -1.557 -2.306 0.29
H 1.175 -2.562 -0.884 0.33
H 1.054 0.678 1.885 0.28
H 2.117 -0.670 1.644 0.34
H 0.350 -0.930 1.994 0.32

No. 2
18
Properties=species:S:1:pos:R:3:mulliken_charge:R:1 method="wB97M-V/def2-TZVPD" e_above_lowest_kcal_mol=34.5 orbital_gap_ev="5.8 / 7.6" e_tot_ev=-32596.170 lumo_ev="0.7 / -2.1" charge=0 multiplicity=3
C -2.993 -0.734 -1.096 -0.44
C -0.678 -1.808 -0.652 -0.56
C -4.316 -0.072 -0.547 -0.54
C -1.841 -1.298 -0.742 0.20
Si -3.751 1.411 0.521 0.40
Si 4.939 -0.473 1.100 0.57
Cl 6.490 0.148 -0.074 -0.23
H -3.172 -1.255 -2.098 0.23
H -4.750 -0.005 -1.629 0.30
H 0.322 -1.222 -0.761 0.14
H -0.452 -2.837 -0.435 0.25
H -4.758 -0.731 0.042 0.34
H -4.749 2.475 0.518 -0.14
H -2.497 1.672 -0.312 -0.09
H -3.291 1.425 1.933 -0.10
H 5.394 -1.959 1.213 -0.09
H 3.592 -0.443 0.584 -0.14
H 4.940 0.316 2.331 -0.10

No. 3
18
Properties=species:S:1:pos:R:3:mulliken_charge:R:1 method="wB97M-V/def2-TZVPD" e_above_lowest_kcal_mol=55.1 orbital_gap_ev="7.5 / 7.7" e_tot_ev=-27728.077 lumo_ev="-8.6 / -8.5" charge=+2 multiplicity=7
H -5.143 -2.360 0.698 0.03
C -2.137 -1.213 -0.110 -0.78
H -2.314 -1.868 -0.969 0.32
H -2.204 -1.784 0.824 0.31
H -2.852 -0.380 -0.113 0.38
O -0.791 -0.687 -0.240 -0.35
C -0.418 0.230 0.798 -0.48
C 1.073 0.449 0.715 -0.51
O 1.400 0.716 -0.658 -0.38
C 2.703 1.276 -0.859 -0.68
Eu 0.283 -0.476 -2.142 1.63
H -0.673 -0.197 1.776 0.42
H -0.973 1.168 0.654 0.36
H 1.633 -0.437 1.044 0.35
H 1.354 1.312 1.332 0.42
H 2.829 1.438 -1.934 0.30
H 2.765 2.233 -0.328 0.30
H 3.465 0.579 -0.488 0.36

No. 4
17
Properties=species:S:1:pos:R:3:mulliken_charge:R:1 method="wB97M-V/def2-TZVPD" e_above_lowest_kcal_mol=38.8 orbital_gap_ev=10.0 e_tot_ev=-13908.542 lumo_ev=-3.8 charge=+1
C -0.405 1.730 -0.561 -1.07
C 1.370 -0.578 0.945 -0.89
C 0.016 -1.184 -0.986 -0.77
C -0.870 0.602 0.382 -0.50
N -0.033 -0.711 0.367 -0.03
I -2.947 -0.076 0.120 0.24
H -1.082 2.667 -0.324 0.35
H -0.655 1.580 -1.632 0.35
H 0.648 1.878 -0.475 0.35
H 1.930 0.171 0.483 0.40
H 1.292 -0.399 2.075 0.33
H 1.887 -1.526 0.805 0.38
H 0.927 -0.707 -1.287 0.39
H 0.359 -2.190 -0.861 0.42
H -0.950 -1.146 -1.674 0.26
H -0.911 1.126 1.623 0.43
H -0.576 -1.237 1.001 0.36

No. 5
18
Properties=species:S:1:pos:R:3:mulliken_charge:R:1 method="wB97M-V/def2-TZVPD" e_above_lowest_kcal_mol=33.8 orbital_gap_ev=8.6 e_tot_ev=-15403.855 lumo_ev=-0.2 charge=0
C -1.501 -0.301 0.589 -1.86
C 0.167 1.693 0.582 -1.65
C -0.197 0.176 -1.475 -1.10
C -0.086 0.235 0.049 1.76
N 0.779 -2.193 0.108 -0.51
N 1.029 -0.491 0.602 -0.69
I 2.883 0.188 -0.056 0.12
H -1.626 -0.114 1.623 0.40
H -2.263 0.140 -0.067 0.41
H -1.491 -1.315 0.323 0.59
H 0.911 2.230 -0.085 0.36
H 0.833 1.675 1.507 0.43
H -0.756 2.182 0.805 0.38
H -0.557 -0.734 -2.029 0.28
H -1.013 0.990 -1.784 0.33
H 0.842 0.531 -1.932 0.21
H 0.285 -2.361 0.919 0.27
H 1.761 -2.531 0.321 0.27

No. 6
19
Properties=species:S:1:pos:R:3:mulliken_charge:R:1 method="wB97M-V/def2-TZVPD" e_above_lowest_kcal_mol=56.2 orbital_gap_ev=9.6 e_tot_ev=-16888.149 lumo_ev=-3.5 charge=+1
C 0.827 3.409 0.053 -0.22
C -2.095 -1.958 0.306 -0.29
C 0.685 -0.504 -0.139 0.26
C 1.316 -1.753 -0.729 -0.92
N -1.179 -1.529 1.041 -0.24
N -0.001 2.466 0.423 -0.44
N -0.029 0.289 -0.878 -0.35
I 1.474 0.289 1.663 0.17
H 0.821 4.360 0.459 0.32
H 1.373 3.212 -0.876 0.23
H -2.101 -1.500 -0.739 0.17
H -2.765 -2.741 0.637 0.28
H 1.286 -2.556 0.100 0.31
H 2.378 -1.523 -0.928 0.35
H 0.633 -1.992 -1.525 0.35
H -1.355 -1.878 1.942 0.22
H -0.570 2.583 1.284 0.24
H -0.412 -0.096 -1.655 0.18
H -0.286 1.422 -0.441 0.38